This record from OMol25 describes a molecular structure, C35H38N2O8 at a distorted geometry. The level of theory is ωB97M-V/def2-TZVPD.

Element x y z (Å)
C  -2.64  -3.02  3.83
C  -1.47  -3.12  2.90
O  -0.88  -1.79  2.82
C  0.09  -1.72  1.91
C  0.80  -0.39  1.70
C  0.00  0.84  2.12
O  0.47  1.98  2.07
O  -1.26  0.66  2.52
C  -1.86  1.89  3.00
C  -3.21  1.49  3.52
C  2.11  -0.37  2.41
C  2.91  0.79  2.33
C  4.20  0.83  2.81
C  4.77  -0.33  3.39
O  6.09  -0.26  3.71
C  6.80  -1.48  4.04
C  3.97  -1.49  3.53
C  2.67  -1.50  3.04
O  0.40  -2.72  1.26
H  -3.12  -4.00  3.92
H  -2.34  -2.69  4.83
H  -3.39  -2.32  3.44
H  -0.70  -3.81  3.28
H  -1.77  -3.43  1.90
H  -1.24  2.31  3.80
H  -1.92  2.60  2.17
H  -3.71  2.35  3.98
H  -3.85  1.12  2.71
H  -3.13  0.71  4.28
H  2.49  1.69  1.89
H  4.80  1.73  2.73
H  7.84  -1.16  4.14
H  6.44  -1.89  4.99
H  6.72  -2.23  3.24
H  4.38  -2.39  4.00
H  2.09  -2.42  3.13
C  0.50  2.29  -5.34
O  -0.44  1.97  -4.29
C  -1.21  2.96  -3.77
C  -0.99  4.34  -3.90
C  -1.91  5.22  -3.32
C  -3.03  4.77  -2.62
C  -3.26  3.38  -2.53
O  -4.28  2.77  -1.88
C  -5.08  3.53  -0.95
C  -2.35  2.51  -3.11
N  -2.63  1.11  -3.08
C  -1.82  0.16  -2.56
C  -0.80  0.47  -1.56
C  0.39  -0.40  -1.64
C  1.13  -0.77  -0.58
C  2.14  -1.79  -0.76
C  3.37  -1.79  -0.06
C  4.18  -2.91  -0.02
C  3.93  -3.99  -0.89
C  2.83  -3.92  -1.76
C  1.96  -2.84  -1.70
O  -0.95  1.39  -0.74
N  -2.33  -1.04  -2.89
C  -1.78  -2.34  -2.55
C  -3.47  -0.85  -3.67
C  -3.67  0.48  -3.76
H  0.85  1.32  -5.69
H  0.02  2.84  -6.16
H  1.34  2.88  -4.94
H  -0.13  4.71  -4.45
H  -1.74  6.30  -3.41
H  -3.73  5.46  -2.14
H  -5.72  2.79  -0.48
H  -4.45  4.02  -0.19
H  -5.68  4.29  -1.48
H  0.65  -0.68  -2.67
H  1.01  -0.21  0.47
H  3.66  -0.88  0.47
H  5.02  -2.95  0.67
H  4.59  -4.86  -0.89
H  2.65  -4.73  -2.47
H  1.08  -2.82  -2.35
H  -2.58  -3.08  -2.67
H  -0.95  -2.61  -3.22
H  -1.43  -2.36  -1.51
H  -4.03  -1.68  -4.06
H  -4.44  1.05  -4.26

Its LUMO energy is -0.64 eV. Its energy relative to the best compared isomer or geometry (same formula, charge and spin) is 1.6279 eV.